DFT (ωB97M-V/def2-TZVPD) results for 2 unconnected molecules or ions with the total composition C7H17NO3P.

- LUMO energy (alpha / beta) (eV) = 3.28 / 3.24
- highest occupied orbital energy (alpha / beta) (eV) = -3.541 / -2.593
- net charge = -1
- electronic energy (a.u.) = -898.73344
- HOMO-LUMO gap (alpha / beta) (eV) = 6.819 / 5.830

```
29
C7H17NO3P (ωB97M-V/def2-TZVPD)
C 0.965 2.588 0.192
C 1.627 0.648 -1.087
C 2.283 0.618 1.259
C -1.703 -2.044 -1.182
C -0.010 -2.696 0.543
C -0.921 -0.487 0.612
C 1.247 1.118 0.269
N -0.695 -1.605 -0.102
O -3.630 -0.258 0.238
O -2.206 1.242 -1.198
O -2.444 1.741 1.298
P -2.457 0.615 0.334
H 0.097 2.770 -0.357
H 1.125 3.207 1.184
H 1.724 3.024 -0.453
H 2.431 1.222 -1.632
H 1.852 -0.391 -1.092
H 0.785 0.866 -1.812
H 2.045 -0.526 1.545
H 2.135 1.207 2.181
H 3.333 0.558 0.823
H -2.539 -1.365 -1.238
H -1.256 -1.973 -2.154
H -2.074 -3.086 -1.089
H 0.872 -2.147 0.898
H -0.566 -3.078 1.466
H 0.103 -3.469 -0.072
H -0.582 -0.309 1.621
H -1.539 2.010 -0.995
```



DFT (ωB97M-V/def2-TZVPD) results for C7H17NOS in the gas phase.

- LUMO energy (eV) = 0.82
- highest occupied orbital energy (eV) = -8.505
- net charge = 0
- structure (SMILES) = CCCC[C@](C)(O)NSC
- electronic energy (a.u.) = -804.99142
- HOMO-LUMO gap (eV) = 9.324

```
27
C7H17NOS (ωB97M-V/def2-TZVPD)
C 0.581 3.518 0.030
C -2.007 -2.218 0.541
C 2.767 -1.539 -1.130
C -0.349 2.450 0.567
C -0.104 1.112 -0.028
C -1.292 0.095 0.179
C -0.867 -1.311 0.571
N 0.097 -1.495 -0.915
O 0.060 -1.443 1.556
S 1.358 -2.646 -0.791
H 0.488 4.404 0.518
H 0.329 3.893 -1.007
H 1.546 3.201 0.151
H -2.535 -2.005 -0.310
H -2.585 -1.987 1.492
H -1.860 -3.249 0.842
H 3.687 -2.079 -0.867
H 2.655 -0.719 -0.433
H 2.758 -1.336 -2.165
H -1.378 2.784 0.399
H 0.027 2.354 1.691
H -0.097 1.284 -1.095
H 0.821 0.685 0.507
H -1.857 -0.078 -0.878
H -2.155 0.383 0.879
H -0.540 -1.705 -1.722
H 0.455 -2.352 1.418
```



DFT (ωB97M-V/def2-TZVPD) results for 2 unconnected molecules or ions with the total composition C7H17NSi.

- LUMO energy (eV) = 0.95
- highest occupied orbital energy (eV) = -9.132
- net charge = 0
- structure (SMILES) = C[SiH](C)N.C1=CCCC1
- electronic energy (a.u.) = -621.13445
- HOMO-LUMO gap (eV) = 10.077

```
26
C7H17NSi (ωB97M-V/def2-TZVPD)
C 3.152 -0.522 0.376
C 2.174 -0.038 -0.809
C 2.861 0.504 1.512
C 1.423 1.121 -0.298
C 1.848 1.464 0.870
C -1.685 0.036 1.117
C -4.046 -0.081 -0.852
N -1.472 -1.714 -1.233
Si -2.144 -0.278 -0.661
H 2.977 -1.569 0.816
H 4.116 -0.388 -0.038
H 2.869 0.271 -1.529
H 1.451 -0.750 -1.260
H 2.498 0.092 2.396
H 3.795 1.040 1.909
H 0.749 1.796 -0.882
H -1.523 0.776 -1.526
H 1.410 2.265 1.416
H -2.194 -0.692 1.738
H -0.553 0.157 1.292
H -2.076 1.036 1.512
H -4.707 0.452 -0.221
H -4.216 0.323 -1.877
H -4.465 -1.098 -0.830
H -1.544 -2.113 -2.149
H -0.696 -2.089 -0.787
```



DFT (ωB97M-V/def2-TZVPD) results for 3 unconnected molecules or ions with the total composition C7H17O3.

- LUMO energy (eV) = 3.37
- highest occupied orbital energy (eV) = -3.234
- net charge = -1
- electronic energy (a.u.) = -502.60766
- HOMO-LUMO gap (eV) = 6.599

```
27
C7H17O3 (ωB97M-V/def2-TZVPD)
C -0.775 -2.126 -0.552
O -0.723 -2.731 0.652
C 0.499 -1.232 -0.803
C 0.174 0.150 -1.326
C 0.974 1.283 -0.708
C 0.522 2.536 -0.824
C 2.314 1.047 -0.047
C 2.407 1.530 1.400
H -1.629 -1.391 -0.590
H -0.823 -2.846 -1.404
H 1.207 -1.841 -1.372
H 0.905 -1.231 0.205
H -0.903 0.358 -1.298
H 0.459 0.178 -2.395
H 1.122 3.342 -0.405
H -0.362 2.759 -1.425
H 2.575 0.007 -0.170
H 3.073 1.565 -0.652
H 3.176 1.011 1.958
H 2.759 2.569 1.421
H 1.415 1.549 1.857
H -2.845 0.083 1.033
H -3.164 -0.396 -0.336
O -3.569 0.098 0.388
H -0.825 -1.088 1.455
H -0.286 0.276 0.940
O -0.934 -0.108 1.544
```



DFT (ωB97M-V/def2-TZVPD) results for 2 unconnected molecules or ions with the total composition C7H17O3.

- expectation value of S² = 0.7535
- LUMO energy (alpha / beta) (eV) = 0.95 / 0.13
- highest occupied orbital energy (alpha / beta) (eV) = -8.783 / -9.451
- net charge = 0
- electronic energy (a.u.) = -502.47992
- 2S+1 = 2
- HOMO-LUMO gap (alpha / beta) (eV) = 9.733 / 9.582

```
27
C7H17O3 (ωB97M-V/def2-TZVPD)
C 0.443 -2.806 0.961
O 1.053 -1.551 0.873
H 0.376 -3.069 2.025
H -0.575 -2.787 0.532
H 1.031 -3.575 0.430
C 1.185 -1.043 -0.525
C 1.707 0.379 -0.486
O 0.702 1.314 -0.170
C 0.587 1.642 1.199
C -0.761 2.281 1.474
O -1.818 1.372 1.672
C -2.226 0.652 0.533
H 0.146 -1.078 -0.902
H 1.931 -1.686 -1.029
H 2.559 0.470 0.209
H 2.108 0.637 -1.476
H 1.387 2.354 1.476
H 0.697 0.749 1.834
H -0.685 2.861 2.404
H -1.007 2.981 0.654
H -3.161 0.137 0.789
H -2.409 1.325 -0.322
H -1.472 -0.097 0.245
C -0.449 -0.361 -3.099
H -1.219 0.077 -2.464
H 0.430 0.212 -3.393
H -0.561 -1.390 -3.442
```



DFT (ωB97M-V/def2-TZVPD) results for C7H17O3P in the gas phase.

- LUMO energy (eV) = 0.88
- highest occupied orbital energy (eV) = -9.865
- net charge = 0
- structure (SMILES) = CCOC(C)(OCC)[P@H](C)=O
- electronic energy (a.u.) = -843.88831
- HOMO-LUMO gap (eV) = 10.745

```
28
C7H17O3P (ωB97M-V/def2-TZVPD)
C -2.873 -1.577 -0.653
C 3.470 -0.941 -0.668
C -0.059 1.021 -1.674
C -1.018 2.253 1.847
C -1.513 -1.537 0.120
C 2.405 -0.576 0.211
C 0.291 0.395 -0.233
O 1.381 2.797 0.433
O -0.961 -0.267 0.536
O 1.244 -0.612 -0.586
P 0.574 1.719 1.049
H -3.576 -0.912 -0.234
H -2.759 -1.484 -1.841
H -3.402 -2.446 -0.428
H 3.841 -2.048 -0.582
H 3.195 -0.861 -1.694
H 4.454 -0.390 -0.717
H -0.088 0.101 -2.341
H 0.739 1.615 -2.031
H -0.978 1.729 -1.579
H -1.403 1.437 2.316
H -0.673 2.958 2.576
H -1.783 2.573 1.203
H -0.711 -2.110 -0.465
H -1.597 -2.174 1.002
H 2.486 0.442 0.612
H 2.257 -1.277 1.048
H 1.263 0.936 1.903
```



Energy above the lowest of the compared OMol25 structures with the same formula, charge and spin (kJ/mol)
263.95, 315.87, 107.40, 20.29, 27.33, 208.91